No. 1
Molecular formula: C30H44BrN3P2Pb
Method: DFT, ωB97M-V/def2-TZVPD

XYZ file:
```
81
Properties=species:S:1:pos:R:3
C 3.785 -3.443 -1.341
C 4.238 -2.103 -1.359
C 4.226 -1.336 -2.543
C 3.490 -1.876 -3.603
N 2.888 -3.058 -3.504
C 3.074 -3.865 -2.465
C 4.510 -1.476 -0.109
C 4.670 -0.951 0.982
C 3.936 -0.411 2.104
C 2.615 -0.875 2.257
C 1.838 -0.337 3.316
C 2.231 0.945 3.647
C 3.529 1.390 3.702
C 4.447 0.576 2.970
Pb -0.114 0.845 2.452
P -0.998 -1.218 -1.338
H 4.648 -0.333 -2.575
H 3.871 -4.046 -0.443
H 3.351 -1.300 -4.525
H 2.622 -4.858 -2.477
H 5.527 0.747 2.997
H 2.214 -1.643 1.593
H 3.878 2.245 4.274
H 1.038 -0.922 3.816
C -2.786 -1.004 -1.787
C -3.232 -1.117 -3.242
H -3.032 0.004 -1.415
H -3.343 -1.720 -1.165
H -4.297 -0.848 -3.307
H -2.687 -0.436 -3.908
H -3.132 -2.140 -3.629
C -0.061 -0.608 -2.812
C 0.064 -1.486 -4.058
H 0.949 -0.410 -2.420
H -0.493 0.370 -3.075
H 0.572 -0.915 -4.852
H 0.682 -2.380 -3.883
H -0.912 -1.798 -4.460
C -0.720 -3.059 -1.327
C -1.565 -3.951 -2.236
H -0.898 -3.346 -0.275
H 0.354 -3.212 -1.522
H -1.316 -5.004 -2.034
H -2.643 -3.832 -2.057
H -1.362 -3.768 -3.301
Br 0.496 2.890 3.839
P -0.416 2.925 -0.130
C -0.970 3.259 -1.838
C -1.699 4.573 -2.049
H -1.636 2.411 -2.083
H -0.100 3.169 -2.504
H -2.047 4.617 -3.084
H -2.571 4.672 -1.399
H -1.050 5.438 -1.891
C -1.395 3.966 1.048
C -0.871 5.358 1.341
H -1.451 3.432 2.014
H -2.421 3.988 0.659
H -1.532 5.816 2.084
H 0.134 5.347 1.775
H -0.878 6.007 0.463
C 1.332 3.483 0.051
C 1.719 4.669 -0.809
H 1.948 2.609 -0.219
H 1.525 3.659 1.121
H 2.782 4.882 -0.663
H 1.569 4.471 -1.872
H 1.180 5.582 -0.544
N -4.199 -3.157 5.534
C -3.428 -2.576 4.593
C -4.015 -1.767 3.573
C -3.162 -1.122 2.674
N -1.823 -1.243 2.772
C -1.265 -2.100 3.656
C -2.025 -2.743 4.614
H -5.222 -3.038 5.541
H -3.789 -3.729 6.283
H -5.088 -1.638 3.534
H -3.560 -0.508 1.866
H -0.184 -2.273 3.596
H -1.545 -3.366 5.387
```

Output
Kohn-Sham gap (alpha / beta): 7.44 / 3.78 eV
relative energy (zero: lowest compared OMol25 entry of this formula, charge and spin): 33.5 kcal/mol
strongest force on any atom: 3.17 eV Å⁻¹
spin multiplicity: 1
net charge: +2
electronic energy: -4782.6187 Ha

=====

No. 2
Molecular formula: C30H44F3NO22
Method: DFT, ωB97M-V/def2-TZVPD

XYZ file:
```
100
Properties=species:S:1:pos:R:3
C 3.491 3.604 1.677
C 2.505 3.085 0.642
C 1.092 3.449 1.146
C 0.035 3.318 0.083
C 0.480 4.214 -1.078
C 1.790 3.807 -1.722
N 2.754 3.762 -0.623
O 4.072 3.556 -1.067
C 1.691 2.423 -2.392
C 2.167 4.850 -2.762
C 2.596 1.548 0.607
H 3.572 4.693 1.678
H 4.507 3.285 1.418
H 3.294 3.258 2.691
H 0.852 2.801 1.996
H 1.078 4.451 1.587
H -0.975 3.629 0.349
H -0.040 2.278 -0.246
H 0.619 5.213 -0.651
H -0.333 4.342 -1.797
H 1.184 2.444 -3.363
H 2.660 1.997 -2.675
H 1.173 1.725 -1.738
H 1.311 5.018 -3.414
H 2.372 5.801 -2.257
H 3.091 4.627 -3.292
H 2.942 1.127 1.560
H 3.446 1.230 -0.015
H 1.684 1.029 0.322
H 4.105 2.682 -1.485
C 2.243 -3.453 2.465
C 2.875 -2.075 2.234
O 3.826 -2.381 1.187
C 3.993 -3.693 1.044
O 4.773 -4.215 0.315
O 3.144 -4.370 1.861
H 1.331 -3.474 1.865
H 2.041 -3.701 3.500
H 3.434 -1.665 3.074
H 2.235 -1.325 1.786
C -2.271 -1.370 1.572
C -0.860 -1.881 1.233
O -0.554 -1.180 0.009
C -1.595 -0.426 -0.383
O -1.556 0.266 -1.352
O -2.605 -0.516 0.487
H -2.227 -0.747 2.466
H -2.983 -2.177 1.711
H -0.905 -2.925 0.928
H -0.096 -1.640 1.961
C -6.806 -0.128 1.165
C -7.865 -1.152 1.658
O -7.155 -1.992 2.568
C -5.930 -1.460 2.787
O -5.184 -1.785 3.650
O -5.655 -0.520 1.878
H -7.063 0.921 1.291
H -6.686 -0.289 0.093
H -8.174 -1.770 0.811
H -8.802 -0.745 2.034
C 3.333 -2.176 -2.746
C 3.243 -3.612 -3.287
O 2.264 -4.221 -2.439
C 1.961 -3.394 -1.425
O 1.195 -3.662 -0.552
O 2.673 -2.256 -1.489
H 2.834 -1.435 -3.369
H 4.380 -1.907 -2.621
H 4.162 -4.179 -3.177
H 2.888 -3.578 -4.315
C -1.584 2.260 -4.326
C -2.393 3.030 -3.299
O -3.724 2.867 -3.697
C -3.776 2.302 -4.929
O -4.753 2.212 -5.591
O -2.558 1.853 -5.295
F -2.148 4.381 -3.361
H -1.183 1.348 -3.884
H -0.791 2.845 -4.785
H -2.228 2.685 -2.281
C 1.726 2.354 5.487
C 0.461 2.887 4.854
O -0.058 1.758 4.226
C 0.955 0.865 4.012
O 0.806 -0.150 3.424
O 2.085 1.297 4.589
F 0.788 3.824 3.911
H 1.549 1.899 6.466
H 2.524 3.076 5.631
H -0.249 3.336 5.540
C -0.923 -6.249 -1.559
C -1.855 -5.903 -0.410
O -3.011 -6.628 -0.635
C -2.909 -7.313 -1.829
O -3.751 -8.037 -2.229
O -1.752 -7.022 -2.434
F -2.217 -4.556 -0.520
H -0.061 -6.836 -1.250
H -0.603 -5.348 -2.074
H -1.436 -5.993 0.586
```

Output
SMILES: CC1(C)CCCC(C)(C)N1O.O=C1OC[C@@H](F)O1.O=C1OC[C@@H](F)O1.O=C1OC[C@@H](F)O1.O=C1OCCO1.O=C1OCCO1.O=C1OCCO1.O=C1OCCO1
Kohn-Sham gap: 8.66 eV
relative energy (zero: lowest compared OMol25 entry of this formula, charge and spin): 0.0 kcal/mol
strongest force on any atom: 1.46 eV Å⁻¹
spin multiplicity: 1
net charge: 0
electronic energy: -3179.2260 Ha

=====

No. 3
Molecular formula: C30H44HfN2O3P2
Method: DFT, ωB97M-V/def2-TZVPD

XYZ file:
```
82
Properties=species:S:1:pos:R:3
Hf -0.256 0.177 0.285
P -0.922 -0.935 2.613
P 1.024 0.939 -2.231
N 0.737 -1.343 -0.447
H 0.514 -0.572 1.754
C -2.576 -1.675 2.451
H -3.027 -1.843 3.435
H -2.522 -2.643 1.951
H -3.285 -1.064 1.887
C -1.266 0.290 3.916
H -1.462 -0.309 4.823
H -2.140 0.921 3.689
H -0.408 0.956 4.054
C 0.047 -2.307 3.346
H -0.371 -2.636 4.309
H 1.098 -2.018 3.465
H 0.017 -3.136 2.626
C 0.227 0.433 -3.794
H 0.803 0.813 -4.648
H -0.792 0.836 -3.834
H 0.178 -0.661 -3.843
C 1.283 2.719 -2.541
H 1.756 2.854 -3.525
H 1.920 3.146 -1.756
H 0.309 3.226 -2.524
C 2.716 0.277 -2.467
H 3.135 0.629 -3.423
H 2.675 -0.820 -2.450
H 3.346 0.615 -1.632
C 1.516 -2.412 -0.335
C 1.895 -4.804 -0.552
C 1.055 -3.712 -0.684
C 2.795 -2.297 0.293
C 3.619 -3.403 0.411
C 3.181 -4.663 -0.025
H 1.550 -5.789 -0.871
H 0.033 -3.818 -1.042
H 3.090 -1.321 0.689
H 4.609 -3.287 0.832
H 3.847 -5.525 0.065
C -2.873 1.797 -1.065
O -1.886 0.980 -0.705
C -4.235 1.334 -0.787
H -4.707 2.165 -0.256
H -4.237 0.431 -0.158
H -4.779 1.161 -1.723
C -2.492 3.219 -1.229
H -2.347 3.498 -2.277
H -1.589 3.507 -0.654
H -3.327 3.805 -0.849
C 0.756 3.487 6.428
C -0.173 3.768 5.278
C -1.519 3.412 5.381
C -2.391 3.580 4.302
C -1.899 4.075 3.104
C -0.540 4.407 2.984
N -0.138 4.837 1.721
C 1.107 4.784 1.100
C 1.541 5.858 0.322
C 2.826 5.855 -0.205
C 3.708 4.816 0.070
C 3.275 3.693 0.785
C 1.965 3.681 1.254
C 1.332 2.439 1.771
O 1.618 1.907 2.839
O 0.420 1.977 0.934
C 0.308 4.377 4.112
C 1.679 4.967 4.104
H 1.624 2.893 6.104
H 1.141 4.407 6.892
H 0.238 2.921 7.210
H -1.874 2.983 6.321
H -3.443 3.312 4.391
H -2.547 4.203 2.231
H -0.826 5.378 1.207
H 0.848 6.687 0.160
H 3.155 6.710 -0.798
H 4.734 4.840 -0.300
H 3.916 2.840 1.014
H 2.431 4.211 3.839
H 1.771 5.810 3.413
H 1.939 5.337 5.103
```

Output
Kohn-Sham gap (alpha / beta): 4.48 / 4.49 eV
strongest force on any atom: 6.76 eV Å⁻¹
spin multiplicity: 1
net charge: 0
electronic energy: -2235.4865 Ha